The following is a DFT calculation (ωB97M-V/def2-TZVPD) of C22H21GaN4O5S2 as an isolated structure in a non-equilibrium geometry.

The value obtained for the total energy is -4167.4724 hartree. Its HOMO energy is -0.120 eV. The HOMO-LUMO gap is 5.0 eV.

```
! wB97M-V def2-TZVPD RIJCOSX def2/J DEFGRID3
* xyz -2 1
Ga -0.04306 0.50826 0.06498
N 1.03959 3.50233 2.98982
C 0.57128 2.35629 2.30481
S -0.43744 2.67030 0.87745
N 0.88598 1.20201 2.72735
N 0.38666 0.13809 2.01544
C 0.75608 -1.11397 2.45545
C 1.87799 -1.23113 3.42702
C 1.71823 -1.89097 4.64663
C 2.77034 -2.00013 5.54613
C 4.00127 -1.43528 5.24722
C 4.16278 -0.75136 4.04731
C 3.11558 -0.64330 3.14780
C 0.10914 -2.23818 2.01354
C 0.43246 -3.58412 2.44363
C -0.47782 -4.57712 2.38476
C -1.77644 -4.29927 1.80756
C -1.93299 -3.13793 1.13368
N -0.99265 -2.15307 1.08822
H 1.10485 4.27839 2.34782
H 1.94074 3.30114 3.40560
H 0.75110 -2.31251 4.88932
H 2.62814 -2.52972 6.48249
H 4.82893 -1.52169 5.94335
H 5.12211 -0.30590 3.80794
H 3.25081 -0.11439 2.21320
H 1.42357 -3.77669 2.83292
H -0.24561 -5.57951 2.72618
H -2.57896 -5.02329 1.85774
H -2.82624 -2.94469 0.54708
O -1.47439 2.46481 -3.29906
C -0.68227 1.59968 -2.92724
O -0.66293 1.02741 -1.78848
C 0.37697 1.13015 -3.91911
C 0.56664 1.84317 -5.09873
C 1.52419 1.44463 -6.01885
C 2.29641 0.31730 -5.76770
C 2.10340 -0.40446 -4.59888
C 1.15211 0.00365 -3.67498
H -0.04218 2.72141 -5.27149
H 1.67221 2.01640 -6.92859
H 3.06104 0.01215 -6.47384
H 2.71192 -1.27697 -4.39620
H 1.03007 -0.52846 -2.74161
C -0.90668 -1.33840 -0.12153
H -0.31353 -1.87213 -0.88339
H -1.91501 -1.24998 -0.53502
C 2.43358 2.61261 -1.64978
S 3.01037 1.11767 -0.85457
O 3.85751 0.44400 -1.81909
O 3.68337 1.53489 0.36041
O 1.79403 0.28913 -0.57505
H 3.24770 3.32754 -1.56110
H 1.54225 2.96165 -1.13159
H 2.21242 2.37814 -2.68917
*
```

natural (NBO) atomic charge list, values in e, 8 entries: number 1, Ga, carries 1.611; number 2, N, carries -0.845; number 3, C, carries 0.229; number 4, S, carries -0.394; number 5, N, carries -0.356; number 6, N, carries -0.613; number 7, C, carries 0.134; number 8, C, carries -0.037